Record 1
ORCA calculation (ωB97M-V/def2-TZVPD) on a 11-piece molecular cluster, C50H80BClIN3O34PS2 overall.

Output
* LUMO level: 0.04551 Eh
* charge: -1
* electronic energy: -6596.14594 Eh
* gap between HOMO and LUMO: 0.2104 hartree

CARTESIAN COORDINATES (ANGSTROEM)
I (0.28569, -1.44342, 4.28328)
Cl (-1.29719, -4.57656, 1.00190)
S (-3.24375, 0.02822, -1.29606)
S (-5.27343, -1.64464, 0.06079)
P (1.22804, -0.95101, 1.87944)
O (1.50375, 1.20866, 3.88688)
O (0.09540, -9.44634, 1.83169)
O (-0.04410, 2.85678, 9.35878)
O (-1.24303, 8.19998, -3.22156)
O (-6.31491, -8.14826, 2.31551)
O (-0.94478, 1.08683, 8.31400)
O (1.71216, -9.19657, 0.28518)
O (2.61019, -5.89625, 6.65486)
O (0.78162, 6.29348, 2.61493)
O (-10.57997, 2.87854, -3.26917)
O (2.85670, 1.56694, 1.95554)
O (-1.27463, -9.45494, -3.66831)
O (5.91385, 5.24238, -10.71338)
O (4.80398, -5.53840, 7.04078)
O (-5.20842, -7.50718, 0.45617)
O (-2.22023, -7.89589, -2.33950)
O (4.96485, 6.77599, -9.35632)
O (1.89953, -10.80461, 1.83734)
O (3.87811, -4.91366, 5.06158)
O (2.86068, -1.63544, 2.26667)
O (-10.94175, 4.81040, -2.18001)
O (-1.39387, -9.77411, -1.43700)
O (-4.41289, -9.18619, 1.73318)
O (7.37234, 7.29276, -4.90299)
O (0.51288, 6.78977, -3.12610)
O (-0.06615, 7.46795, 0.88895)
O (-8.87800, 3.90544, -2.18820)
O (7.47256, 5.86394, -3.17866)
O (5.47788, 6.35432, -4.10848)
O (5.95648, 4.96553, -8.47518)
O (-1.22368, 5.74490, 1.73750)
O (7.74098, 0.88075, -3.18005)
O (0.41849, 8.33875, -4.74423)
O (-2.08287, 3.03120, 8.40450)
N (5.55023, 0.07749, -3.25162)
N (-6.06051, 0.59617, -1.07487)
N (3.20883, -3.44330, 3.84012)
C (-12.12032, 4.54348, -2.93292)
C (5.66399, 5.84101, -7.38585)
C (0.78631, 1.74013, 9.66580)
C (3.03355, -9.71583, 0.17008)
C (-2.10082, 6.41434, 0.83213)
C (5.63852, 5.62266, -9.62207)
C (0.66965, 3.44204, 3.05851)
C (5.14559, -0.02679, -1.79704)
C (-2.64484, -7.91181, -0.96969)
C (1.59253, 2.63288, 4.02480)
C (-0.21165, -3.22689, -1.06907)
C (-0.20467, 7.81457, -3.65632)
C (1.13440, -9.78290, 1.36412)
C (-0.55427, -2.93578, 0.45668)
C (8.81940, 6.09955, -3.59086)
C (-4.73928, -9.64553, 3.04215)
C (-10.01931, 3.86772, -2.51395)
C (-6.19726, -9.28660, 3.16524)
C (6.66191, 6.49047, -4.06633)
C (4.63138, 6.76611, -7.96971)
C (2.93263, -6.58474, 7.85490)
C (-1.11927, 2.38570, 8.66519)
C (-2.35812, 0.84714, 0.12067)
C (3.67282, -0.50017, -1.65629)
C (-1.70658, -8.90242, -0.34312)
C (0.63138, -2.69462, 1.39695)
C (-6.78387, 0.21559, -2.30351)
C (-5.78257, 2.53498, 0.46036)
C (1.56208, 6.47933, -4.04210)
C (4.23133, -5.94318, 8.27730)
C (3.77582, -5.39951, 6.13663)
C (2.96557, -2.41622, 3.33269)
C (-4.96381, -0.26488, -0.77747)
C (-0.08674, 6.48389, 1.82568)
C (0.40988, 0.74251, 8.60310)
C (-5.30443, -8.21076, 1.40761)
C (1.72621, 7.76772, -4.80378)
C (6.10300, 2.57408, -3.59233)
C (-11.99172, 3.07594, -3.24404)
C (3.39995, -0.94786, -0.13873)
C (-1.15124, 7.22806, -0.00635)
C (-0.46504, -0.07226, 1.58107)
C (-5.70481, 2.02179, -1.03093)
C (-0.83946, 0.36875, 0.14062)
C (6.55627, 1.10515, -3.31650)
C (8.70454, 7.36484, -4.39714)
C (-8.27406, 0.71342, -2.21682)
C (1.88831, -0.55376, 0.11515)
C (2.93296, -11.03878, 0.88329)
C (-1.59998, -9.07539, -2.58407)
B (1.89815, 0.74379, 2.60475)
H (3.57858, -2.03769, -0.14147)
H (3.62112, 1.70023, 2.53633)
H (1.34137, -1.08163, -0.69223)
H (-6.85603, -10.07514, 2.79254)
H (6.57690, 6.36474, -7.09711)
H (-12.43704, 2.81094, -4.20156)
H (9.47502, 6.21010, -2.72938)
H (-5.35628, 3.56449, 0.44764)
H (-0.77113, -0.41441, -0.64393)
H (-0.53912, 0.85028, 2.21252)
H (1.24122, 5.65253, -4.67997)
H (-12.11362, 5.16455, -3.83202)
H (-0.78942, -8.44025, 0.01292)
H (0.48381, -0.28647, 8.94997)
H (9.15923, 5.25029, -4.18798)
H (2.14396, -6.45941, 8.59616)
H (-8.56391, 1.20040, -3.17499)
H (2.43168, 8.45060, -4.32490)
H (6.76195, 3.04890, -4.34937)
H (-6.83975, -0.89785, -2.30162)
H (-12.42284, 2.44270, -2.46494)
H (-13.01196, 4.77251, -2.35166)
H (4.89052, -6.63550, 8.80066)
H (1.00518, 0.85284, 7.69387)
H (-6.86564, 2.55437, 0.71728)
H (8.80162, 8.26371, -3.78414)
H (-4.72466, 2.27398, -1.49485)
H (1.83889, 2.01621, 9.62708)
H (-6.27485, 0.51028, -3.25030)
H (-4.56144, -10.71569, 3.13413)
H (-0.54719, -4.22702, -1.39521)
H (5.05717, 2.55277, -3.95722)
H (4.11112, -0.34614, 0.45574)
H (3.04539, -7.64985, 7.63258)
H (-2.56376, -6.92165, -0.52397)
H (-3.68176, -8.23370, -0.92726)
H (-1.26714, -0.73252, 1.99454)
H (3.72723, -9.02749, 0.65836)
H (1.87379, 0.53049, -0.12231)
H (-0.22910, 1.22911, -0.21730)
H (-8.98178, -0.10100, -1.95743)
H (-1.44149, -2.28630, 0.45370)
H (1.21215, 3.57672, 2.10163)
H (4.68308, 7.76916, -7.54961)
H (-2.16419, -9.45229, 0.47477)
H (2.63972, 3.02662, 4.02554)
H (2.62403, -11.85002, 0.21946)
H (2.03353, 7.60829, -5.83600)
H (0.87662, -3.11998, -1.24927)
H (-1.58871, 8.16472, -0.34592)
H (3.50963, -1.40474, -2.29356)
H (0.55935, 4.47188, 3.50812)
H (-2.83367, 0.54114, 1.07293)
H (-2.67224, 5.69853, 0.24364)
H (-8.34345, 1.49318, -1.43027)
H (0.54840, 1.38958, 10.67389)
H (1.52740, -3.22836, 0.98516)
H (-2.79408, 7.03569, 1.40455)
H (-0.79930, -2.49477, -1.67617)
H (1.21749, 2.86157, 5.05596)
H (-5.23647, 1.87080, 1.15885)
H (-4.11488, -9.11899, 3.76733)
H (3.61350, 6.38515, -7.85357)
H (4.07595, -5.05922, 8.90228)
H (5.79153, -0.76346, -1.26766)
H (6.19005, 3.15834, -2.64891)
H (-6.48349, -9.03982, 4.18621)
H (5.28865, 5.28511, -6.52898)
H (2.92852, 0.25325, -1.99452)
H (3.86147, -11.32030, 1.37744)
H (9.42711, 7.41175, -5.20995)
H (6.04950, -0.79811, -3.42796)
H (-6.46816, 2.62324, -1.57880)
H (-0.77915, 6.67793, -0.87189)
H (2.46738, 6.18651, -3.51310)
H (5.20912, 0.97694, -1.31878)
H (3.31887, -9.82312, -0.87497)
H (-2.41342, 1.93880, -0.05680)
H (-0.35064, 3.02506, 2.96301)
H (0.41785, -3.24558, 2.33657)



Record 2
ORCA calculation (ωB97M-V/def2-TZVPD) on C50H82Br2N3O28S2 as an isolated structure.

Output
* LUMO level: -0.09013 Eh
* charge: +1
* electronic energy: -10169.42495 Eh
* gap between HOMO and LUMO: 0.2816 hartree

CARTESIAN COORDINATES (ANGSTROEM)
Br (1.08583, 3.28142, -2.32147)
Br (1.65381, 1.00062, -4.44403)
S (2.72540, -3.11469, 3.07267)
S (-0.26479, 0.02964, 0.43981)
O (-11.49734, -0.65026, -3.27381)
O (9.48325, -3.57202, -0.20946)
O (5.00240, 0.79987, -1.03079)
O (-11.67145, -7.04516, 5.42467)
O (7.60619, 2.64946, -0.40589)
O (6.74007, -0.81924, -6.27825)
O (-4.86391, 0.17729, -3.44881)
O (9.03246, 4.65954, -1.88736)
O (-2.11586, -2.98304, 2.88011)
O (-11.95627, -4.83531, 5.08989)
O (-10.44879, -5.95678, 3.87697)
O (-13.68279, -5.51995, 0.43214)
O (-6.36489, 1.11386, -2.08950)
O (-1.21858, -3.29857, 7.35728)
O (-4.36861, 2.10384, -2.39059)
O (10.18316, -2.88196, -2.22142)
O (-9.44446, -0.50770, -4.18519)
O (-0.58990, -4.76939, 8.94648)
O (-10.04171, -2.31650, -2.99035)
O (10.24892, -5.07526, -1.70402)
O (-11.71036, -4.49778, 0.08401)
O (2.21628, 7.14685, -0.50691)
O (-4.07897, -3.77204, 3.65816)
O (-2.39094, -5.17896, 3.27112)
O (0.60797, -4.55723, 7.04866)
O (5.52957, 0.15892, -4.65854)
O (7.41641, -0.96597, -4.15797)
O (-12.17357, -6.46241, -0.90879)
N (1.92874, 1.43666, 0.80183)
N (3.86978, 2.79249, 0.47199)
N (2.82684, 1.56777, -1.26803)
C (0.34709, -3.91198, 5.79755)
C (-10.55887, -4.65944, 3.28213)
C (-0.56161, -2.78169, 6.19720)
C (3.21611, 7.05376, 1.78412)
C (4.04692, 5.74669, 1.86977)
C (-4.62508, -5.09102, 3.78281)
C (9.53224, -2.14532, -0.14524)
C (8.24745, -1.86841, -4.90522)
C (-2.80077, -3.88864, 3.23379)
C (-11.38750, -6.04596, 4.85532)
C (3.84420, 0.66644, -1.83651)
C (7.38683, 4.81921, -3.66335)
C (7.77497, 5.20943, -2.22605)
C (0.79740, 1.40281, -0.13633)
C (-12.45387, -5.40976, -0.11310)
C (9.99848, -3.95938, -1.40626)
C (-11.20282, -3.84743, 4.38148)
C (-5.12958, 1.21758, -2.61898)
C (0.92107, 7.72328, -0.39397)
C (7.30368, 1.33291, -0.82790)
C (8.98630, 2.90621, -0.25673)
C (0.19788, 7.78185, -1.74642)
C (2.56415, 0.11550, 1.15136)
C (6.10240, 1.33181, -1.76714)
C (-12.23705, -1.72722, -2.68426)
C (-5.91019, -0.79067, -3.28800)
C (-13.19713, -7.44834, -0.71007)
C (1.05373, 0.35990, -2.65819)
C (-0.01977, 2.70073, 0.28469)
C (3.94505, 3.18343, 1.88632)
C (1.40651, 1.43429, -1.60474)
C (-14.35292, -6.61408, -0.20821)
C (9.55430, -1.75857, -1.60611)
C (3.38992, -1.41707, 2.91761)
C (9.19802, 4.39389, -0.51154)
C (-0.04650, 3.01498, 2.79483)
C (-0.41622, -4.25972, 7.89192)
C (8.05862, -1.38297, -6.32251)
C (2.29748, -0.35676, 2.58387)
C (-10.25371, -1.10183, -3.54576)
C (3.10966, 7.72061, 0.41758)
C (-7.05221, 0.05072, -2.77425)
C (-0.41702, -0.00544, -2.82337)
C (3.22455, 4.49015, 2.24478)
C (-1.42330, 1.13759, -2.94038)
C (2.97950, 2.00773, 0.00421)
C (6.47189, -0.48095, -5.00368)
C (-3.38752, -5.93784, 3.96897)
C (-11.14262, -2.59733, -2.11210)
C (-0.65370, 2.58088, 1.66850)
H (10.43959, -1.84446, 0.38202)
H (-12.80967, -2.22993, -3.46592)
H (5.96304, 2.37475, -2.05956)
H (4.99528, 3.29430, 2.14311)
H (-3.48447, -6.93275, 3.54316)
H (2.45715, 0.48786, 3.24855)
H (2.94515, 4.49886, 3.29243)
H (7.80259, 6.29555, -2.11406)
H (3.55591, -0.37881, -1.77430)
H (2.29288, 4.53752, 1.68226)
H (0.64055, 3.54572, 0.38035)
H (-14.98694, -7.14509, 0.49618)
H (3.56025, 2.34651, 2.45385)
H (0.93192, 8.73795, -0.00443)
H (-0.42762, 3.82318, 3.40706)
H (-0.48509, -0.57720, -3.74414)
H (-5.16671, -5.33551, 2.86738)
H (-0.14165, -4.62137, 5.12544)
H (-0.75913, 7.27420, -1.72158)
H (8.11374, -2.18233, -7.05586)
H (10.12101, -0.84800, -1.79337)
H (7.34098, 5.72987, -4.25115)
H (4.50281, 5.58377, 0.89425)
H (-1.65399, 2.17596, 1.78418)
H (0.02504, 8.81235, -2.04260)
H (8.09544, 4.10790, -4.06565)
H (8.15558, 0.80110, -1.24748)
H (8.76772, -0.60063, -6.59710)
H (-5.58311, -1.54396, -2.56770)
H (-0.01192, -1.87924, 6.47441)
H (1.26236, -3.55926, 5.33296)
H (-7.70285, -0.48973, -2.09294)
H (9.58763, 2.37726, -0.99884)
H (-9.58000, -4.28142, 2.99650)
H (4.11944, -1.47056, 2.11689)
H (3.75062, 7.77513, 2.40082)
H (-1.37071, 1.60834, -3.91763)
H (-14.97130, -6.22260, -1.01750)
H (3.64142, 0.27835, 1.11686)
H (-0.77330, -0.68467, -2.05878)
H (1.60661, -0.56122, -2.53453)
H (7.01471, 0.76624, 0.06519)
H (-2.42187, 0.73975, -2.83476)
H (4.77990, 5.85471, 2.66374)
H (1.31654, -0.79900, 2.67925)
H (-10.47167, -3.40557, 5.06173)
H (-12.92278, -1.35669, -1.92699)
H (6.32998, 0.67787, -2.59573)
H (4.07908, 7.77006, -0.07686)
H (-11.38877, -3.65167, -2.12587)
H (4.57649, 3.14152, -0.16361)
H (8.44075, 4.91682, 0.07545)
H (4.09397, 0.95798, -2.84985)
H (-1.28008, -2.53322, 5.41932)
H (0.32949, 7.06483, 0.24749)
H (6.97207, 4.86330, -1.57539)
H (8.55052, -1.64457, -2.02149)
H (9.37168, 2.64424, 0.73458)
H (2.46187, -3.45835, 1.79797)
H (2.22258, 6.95692, 2.21964)
H (-3.09368, -6.02659, 5.01632)
H (-6.13798, -1.27895, -4.23145)
H (-13.41886, -7.96814, -1.63797)
H (2.37220, -0.67433, 0.42349)
H (9.28083, -1.81303, -4.57406)
H (0.89727, 2.57864, 3.10260)
H (0.80378, 7.33760, -2.52980)
H (-12.84900, -8.17180, 0.02827)
H (-0.85161, 2.88533, -0.38422)
H (-10.86830, -2.31259, -1.09721)
H (-11.85236, -3.06219, 4.00316)
H (3.90677, -1.15107, 3.82999)
H (-11.18352, -4.73043, 2.39235)
H (6.38774, 4.39571, -3.66938)
H (-7.64839, 0.47250, -3.57289)
H (-1.48938, 0.29878, -0.05220)
H (7.88337, -2.88604, -4.75757)
H (-5.30908, -5.14823, 4.62520)
H (2.83439, 8.76044, 0.60528)
H (8.66844, -1.75148, 0.38560)
H (-1.32703, 1.91594, -2.19265)
H (10.17332, 4.71446, -0.15734)